(1)
The following is a quantum chemistry calculation of a 6-piece molecular cluster, C33H50BN3O11S overall, from the Open Molecules 2025 dataset.

The geometry in ORCA input format:
```
! RIJCOSX wB97M-V def2-TZVPD def2/J DEFGRID3
* xyz 0 1
C -1.34363 2.71385 -1.64783
C 0.11566 2.72275 -2.40247
C 1.20956 3.77844 -1.73320
C 1.48635 3.49620 -0.12948
C 2.77415 2.48660 0.14524
C 2.27142 0.94550 0.51031
C 2.40353 -0.14641 -0.74947
C 1.99018 -1.74157 -0.60332
N 2.09817 -2.84102 -1.66246
S 1.45161 -4.20200 -0.71587
N 1.06163 -3.64214 0.90379
C 1.40134 -2.13676 0.91133
C 1.26610 -1.06646 2.18967
C 1.70114 0.50449 2.01718
B 1.67154 1.66856 3.17760
O 2.95102 2.41550 3.42942
N 0.49206 2.05156 4.05210
C 0.28033 3.54849 4.13525
C -0.77214 1.29744 3.70387
H -2.26982 2.74541 -2.36904
H -1.37961 1.78822 -0.91237
H -1.39012 3.69249 -0.97881
H 0.64205 1.67326 -2.44880
H -0.07276 3.07330 -3.52504
H 2.18421 3.70321 -2.39331
H 0.76356 4.86023 -1.92278
H 1.76343 4.55774 0.34015
H 0.49584 3.13654 0.42156
H 3.53473 2.92087 0.92950
H 3.36260 2.44803 -0.89257
H 2.84422 0.23298 -1.79147
H 0.86128 -1.45519 3.23507
H 2.80639 3.31334 2.97047
H 0.52339 4.10678 3.10918
H 1.10585 3.95615 4.89510
H -0.75385 3.87583 4.58453
H -0.70836 0.17572 4.08067
H -1.64019 1.79156 4.35751
H -1.11509 1.40203 2.58736
O -1.26731 1.12093 -4.56605
C -1.56665 0.00130 -4.18528
O -0.79198 -0.76468 -3.36226
C -1.39471 -2.04937 -3.21373
C -2.84935 -1.84738 -3.54858
C -2.80117 -0.75030 -4.58179
H -0.90323 -2.74723 -3.89974
H -1.25762 -2.40465 -2.18825
H -3.34067 -2.75844 -3.90031
H -3.38849 -1.49297 -2.66160
H -2.66855 -1.14803 -5.59177
H -3.68563 -0.11120 -4.52987
O -3.29938 -4.42788 -4.52292
C -3.63302 -5.15441 -3.60150
O -2.75986 -5.84070 -2.80728
C -3.49606 -6.67021 -1.90967
C -4.86623 -6.04984 -1.82789
C -5.04520 -5.46171 -3.20466
H -3.52352 -7.68663 -2.31623
H -2.99899 -6.69142 -0.93545
H -5.64652 -6.76428 -1.55243
H -4.86538 -5.24544 -1.08227
H -5.46357 -6.18855 -3.90643
H -5.65340 -4.55465 -3.17746
O -1.64783 5.11869 0.77559
C -2.32793 6.03863 0.35209
O -2.06029 6.72931 -0.79487
C -2.99327 7.80099 -0.92468
C -4.17753 7.40138 -0.08400
C -3.54052 6.60504 1.02661
H -2.52037 8.72122 -0.56593
H -3.26423 7.92858 -1.97678
H -4.76228 8.25484 0.26928
H -4.84345 6.75247 -0.66580
H -3.22287 7.24415 1.85513
H -4.20166 5.81088 1.38103
O 7.51960 4.34788 0.08917
C 7.19534 3.36147 0.72950
O 6.12251 2.57030 0.43405
C 5.97826 1.57853 1.44961
C 7.33650 1.46547 2.09095
C 7.87674 2.86792 1.96977
H 5.21113 1.91149 2.15659
H 5.65957 0.63372 0.99972
H 7.29742 1.09901 3.12019
H 7.96471 0.77860 1.51079
H 7.57749 3.49373 2.81512
H 8.96266 2.87062 1.85071
O -2.35498 -9.04290 1.70327
C -1.34578 -8.38759 1.90395
O -0.15698 -8.58916 1.26340
C 0.82844 -7.72083 1.82084
C 0.05361 -6.59874 2.46073
C -1.21129 -7.28522 2.91036
H 1.42000 -8.28563 2.54901
H 1.49151 -7.35937 1.02945
H 0.59745 -6.10814 3.27233
H -0.18877 -5.83878 1.70791
H -1.10487 -7.72226 3.90710
H -2.06930 -6.61008 2.87269
*
```

Properties
Energy relative to the best compared isomer or geometry (same formula, charge and spin) = 252.19 kcal/mol
SMILES = CCCCCc1cc2nsnc2cc1B(O)N(C)C.O=C1CCCO1.O=C1CCCO1.O=C1CCCO1.O=C1CCCO1.O=C1CCCO1
Orbital gap = 0.247 hartree
E_HOMO = -8.2419 eV

Here are the Mulliken charges for atoms 1 to 5, given in e: -0.13 -0.02 -0.78 0.16 -0.33

***

(2)
The following is a quantum chemistry calculation of C33H50FeIN9PSe2 as an isolated structure, from the Open Molecules 2025 dataset.

The geometry in ORCA input format:
```
! RIJCOSX wB97M-V def2-TZVPD def2/J DEFGRID3
* xyz 1 5
Fe 0.26192 -1.59513 0.74426
C -3.46084 -2.12681 -0.81566
N -3.34632 -2.64903 0.53146
C -2.26435 -3.28295 1.01022
Se -0.75221 -3.71671 0.04037
N -2.49874 -3.59239 2.29821
C -3.75792 -3.14974 2.67219
C -4.45806 -3.22254 3.86633
C -5.73618 -2.69227 3.87574
C -6.29225 -2.11241 2.73237
C -5.58886 -2.03076 1.54403
C -4.30520 -2.55513 1.53438
H -2.51371 -1.66853 -1.09995
H -4.24460 -1.37443 -0.83987
H -3.69769 -2.92425 -1.51992
H -1.82690 -4.05747 2.88615
H -4.02130 -3.67686 4.74528
H -6.32033 -2.73218 4.78464
H -7.30020 -1.72265 2.77012
H -6.03065 -1.58686 0.66265
C 2.83365 -3.36155 3.70811
N 2.82437 -1.93145 3.94169
C 3.89757 -1.18398 4.37911
C 3.46783 0.08713 4.51984
N 2.13538 0.10743 4.16466
C 1.26373 1.26607 4.20302
C 1.74296 -1.13594 3.81388
Se 0.04947 -1.64193 3.26911
H 3.84930 -3.68221 3.48762
H 2.18878 -3.59443 2.86459
H 2.46789 -3.88948 4.58836
H 4.86175 -1.62443 4.56140
H 3.98779 0.97054 4.84520
H 1.83616 2.16257 3.97373
H 0.81313 1.37455 5.18962
H 0.47216 1.13797 3.46882
N -0.49724 -0.07198 0.01596
P -0.21762 1.01533 -1.05372
N 1.03655 2.08392 -0.72034
C 2.17983 2.39378 -1.56190
C 2.51470 3.87976 -1.46649
C 2.77624 4.27877 -0.01511
C 1.57134 3.90644 0.84980
C 1.22458 2.42993 0.68227
N 0.24607 0.44503 -2.59970
C -0.84607 0.04373 -3.48813
C -0.30875 -0.18995 -4.89592
C 0.78242 -1.25783 -4.87897
C 1.88491 -0.83723 -3.90976
C 1.28327 -0.57799 -2.53429
N -1.52705 1.99878 -1.29686
C -2.87099 1.61163 -0.89723
C -3.83249 1.55626 -2.08841
C -3.59264 2.73008 -3.06323
C -2.74794 3.82349 -2.41147
C -1.38324 3.27760 -2.00133
H 1.94119 2.12125 -2.58816
H 3.06239 1.81162 -1.24576
H 1.66697 4.45443 -1.84911
H 3.38490 4.09827 -2.08940
H 2.96297 5.35261 0.04412
H 3.67256 3.76749 0.35337
H 0.71291 4.51350 0.55076
H 1.77692 4.11550 1.90312
H 0.30478 2.18109 1.21389
H 2.04209 1.82517 1.11287
H -1.58822 0.84078 -3.49555
H -1.32477 -0.88068 -3.12274
H 0.11551 0.74504 -5.27098
H -1.12777 -0.48643 -5.55419
H 1.18545 -1.40755 -5.88190
H 0.35497 -2.21023 -4.54807
H 2.36810 0.07670 -4.26639
H 2.65120 -1.61341 -3.83288
H 2.04854 -0.24395 -1.83261
H 0.86553 -1.52023 -2.13557
H -3.25183 2.31834 -0.15180
H -2.79471 0.64089 -0.40990
H -4.85549 1.58649 -1.70631
H -3.71346 0.60900 -2.61941
H -4.54427 3.14864 -3.39170
H -3.07476 2.37674 -3.95911
H -3.27211 4.21722 -1.53780
H -2.59645 4.65189 -3.10412
H -0.86709 4.00725 -1.36894
H -0.76957 3.12316 -2.89638
I 5.73836 0.95055 1.05801
C 4.58915 -0.75039 0.61953
C 5.13679 -1.84744 -0.02641
C 4.30512 -2.93148 -0.27300
C 2.98039 -2.86946 0.11564
N 2.45631 -1.80887 0.74405
C 3.25965 -0.77377 0.99540
H 6.17631 -1.86587 -0.32295
H 4.68718 -3.82067 -0.75497
H 2.30441 -3.69730 -0.06535
H 2.81650 0.06280 1.52378
*
```

Properties
Orbital gap (spin up / spin down) = 0.264 / 0.278 hartree
Expectation value of S² = 6.018
E_HOMO (spin up / spin down) = -9.4960 / -9.9186 eV

Here are the Mulliken charges for atoms 1 to 5, given in e: 0.43 -0.71 0.46 -0.45 -0.31

***

(3)
The following is a quantum chemistry calculation of C33H51AsO4PRhSe2Si3 as an isolated structure, from the Open Molecules 2025 dataset.

The geometry in ORCA input format:
```
! RIJCOSX wB97M-V def2-TZVPD def2/J DEFGRID3
* xyz 0 1
Rh -0.03508 -0.12426 0.28364
O -3.13003 -0.50751 3.15972
C -2.71010 -0.39323 2.01816
O -1.45105 -0.46731 1.74335
C -3.72968 -0.19127 0.90728
C -5.06198 -0.35325 1.29985
C -6.10441 -0.17330 0.41450
C -5.83404 0.19191 -0.89844
C -4.52450 0.35292 -1.30063
C -3.45636 0.15739 -0.41692
P -1.79692 0.40081 -1.16061
C -1.98900 -0.63385 -2.65009
C -1.92607 -2.01204 -2.44335
C -2.13204 -2.88916 -3.49441
C -2.39016 -2.39985 -4.76829
C -2.45990 -1.03180 -4.98061
C -2.26693 -0.15081 -3.92442
C -1.89516 2.13679 -1.68863
C -1.20215 2.60717 -2.80200
C -1.18899 3.95829 -3.10921
C -1.85697 4.86039 -2.29333
C -2.53915 4.40512 -1.17460
C -2.56108 3.05116 -0.87422
H -5.24463 -0.61831 2.33099
H -7.12575 -0.31139 0.74486
H -6.63879 0.34840 -1.60506
H -4.32103 0.63639 -2.32587
H -1.71248 -2.39911 -1.45470
H -2.08249 -3.95588 -3.31934
H -2.54100 -3.08510 -5.59248
H -2.67163 -0.64300 -5.96828
H -2.34958 0.91290 -4.10537
H -0.66729 1.91662 -3.44075
H -0.63662 4.30298 -3.97338
H -1.84158 5.91678 -2.52787
H -3.05904 5.10318 -0.53145
H -3.10023 2.70832 0.00018
O 3.99474 -1.74245 -2.72702
C 3.87960 -0.52317 -3.44212
C 2.67408 0.27961 -2.94883
C 2.48885 1.37878 -4.02256
O 1.97851 2.61393 -3.56749
C 2.97930 0.86698 -1.56709
Se 1.41016 1.55940 -0.59957
C 1.42684 -0.61838 -2.89892
Se 1.15061 -1.55930 -1.20885
H 4.71816 -2.25363 -3.10025
H 3.75151 -0.72067 -4.51518
H 4.78285 0.08764 -3.31674
H 1.85566 0.96505 -4.82079
H 3.45785 1.61455 -4.47334
H 1.38623 2.45529 -2.81609
H 3.64320 1.72891 -1.65762
H 3.46177 0.11784 -0.94489
H 1.48491 -1.39735 -3.66170
H 0.52422 -0.04009 -3.09440
C 4.40296 -1.81031 0.72431
Si 3.81824 -0.78268 2.16777
C 4.37658 1.00503 2.02469
C 4.58219 -1.53818 3.70825
As 1.44802 -0.74559 2.24009
Si 0.92069 0.84956 3.93898
C 0.84335 2.51630 3.10235
C -0.69511 0.50064 4.79886
C 2.27378 0.87132 5.23720
Si 0.69161 -2.91051 2.87563
C 2.13383 -3.92504 3.51286
C -0.60670 -2.83087 4.20643
C 0.02658 -3.71081 1.32385
H 5.49678 -1.85563 0.75200
H 4.09288 -1.41726 -0.24279
H 4.02703 -2.83326 0.79755
H 5.32743 1.05368 1.48683
H 4.53224 1.44449 3.01219
H 3.65114 1.62034 1.49077
H 5.60428 -1.15569 3.79141
H 4.64135 -2.62291 3.61746
H 4.06403 -1.29814 4.63417
H 0.05140 2.55209 2.35202
H 1.77746 2.77566 2.60285
H 0.63004 3.27547 3.86084
H -1.47846 0.13446 4.13517
H -1.03852 1.43830 5.24686
H -0.56349 -0.22244 5.60502
H 3.25553 1.11728 4.83208
H 2.34123 -0.08610 5.75722
H 2.01919 1.63087 5.98250
H 2.55143 -3.50129 4.42735
H 2.93690 -4.02362 2.78116
H 1.77176 -4.93041 3.74707
H -0.19682 -2.43317 5.13672
H -0.95885 -3.84748 4.40685
H -1.46067 -2.22094 3.90813
H 0.76886 -3.70971 0.52289
H -0.86053 -3.18293 0.97072
H -0.24678 -4.74881 1.53329
*
```

Properties
Energy relative to the best compared isomer or geometry (same formula, charge and spin) = 0.00 kcal/mol
Orbital gap (spin up / spin down) = 0.243 / 0.243 hartree
E_HOMO (spin up / spin down) = -7.2154 / -7.2153 eV

Here are the Mulliken charges for atoms 1 to 5, given in e: 1.52 -0.74 0.30 -0.14 0.43